[1]
2 unconnected molecules or ions with the total composition C29H52BFIN2O6S. Source: the OMol25 dataset; level of theory: the ωB97M-V functional and the def2-TZVPD basis.

```
! wB97M-V def2-TZVPD RIJCOSX def2/J DEFGRID3
* xyz 1 1
C 3.6503 3.8299 2.5557
C 2.1399 3.7001 2.7688
C 1.3222 4.0111 1.5212
O 0.3071 2.9980 1.3662
C -0.4716 3.1765 0.2408
N -1.2253 1.8850 0.0612
C -2.6699 2.1361 -0.3008
B -2.9567 3.0633 -1.5989
O -2.0295 3.6000 -2.4302
O -4.2548 3.3630 -1.8759
C -3.4944 0.8396 -0.3088
C -2.8042 -0.4425 -0.8367
S -3.6697 -1.7181 0.1556
C -3.0285 -0.5463 -2.3819
C -3.7273 -1.7873 -2.9379
C -5.2539 -1.7761 -2.8209
I -3.1792 -1.8625 -5.0453
C -1.2901 -0.5185 -0.5007
C -0.5702 -1.7000 -1.1665
C -0.2986 -2.8819 -0.2140
C 1.1430 -2.8968 0.3180
C 2.1621 -3.5332 -0.6188
O 2.5541 -4.8460 -0.2072
C 1.5605 -5.7366 -0.0822
O 1.4625 -6.4805 0.8338
C -0.5560 0.7879 -0.7585
F -0.6643 1.1929 -2.0628
O 0.7390 0.6823 -0.3705
C 1.7945 1.1615 -1.2364
C 3.1170 1.2085 -0.4865
C 3.3236 0.0408 0.4712
C 4.2395 1.3767 -1.5230
C 4.6548 0.1018 -2.2805
C 5.7080 -0.7218 -1.5039
C 5.2190 0.5282 -3.6430
H 4.1423 4.0480 3.5028
H 3.9096 4.6353 1.8693
H 4.0758 2.8896 2.2060
H 1.9136 2.6651 3.0348
H 1.8005 4.3038 3.6083
H 0.8119 4.9726 1.6234
H 1.9549 4.0225 0.6315
H -1.2274 3.9493 0.4090
H 0.0975 3.4227 -0.6558
H -1.2213 1.5068 1.0158
H -3.0268 2.7249 0.5495
H -1.1684 3.1786 -2.4479
H -4.8691 3.2981 -1.1374
H -3.8567 0.6535 0.7060
H -4.3790 0.9944 -0.9209
H -3.1109 -2.8407 -0.3068
H -3.5890 0.3201 -2.7403
H -2.0571 -0.4765 -2.8603
H -3.3035 -2.7085 -2.5493
H -5.5607 -2.4196 -1.9960
H -5.6151 -0.7736 -2.5971
H -5.7363 -2.1610 -3.7131
H -1.2100 -0.6556 0.5842
H -1.1570 -2.0666 -2.0060
H 0.3837 -1.3795 -1.5882
H -0.9633 -2.8406 0.6491
H -0.5019 -3.8161 -0.7405
H 1.1687 -3.4003 1.2859
H 1.4228 -1.8597 0.5194
H 1.7841 -3.5605 -1.6487
H 3.0924 -2.9698 -0.6437
H 0.8253 -5.7121 -0.9008
H 1.8770 0.4896 -2.0933
H 1.5719 2.1646 -1.6016
H 3.1103 2.1124 0.1244
H 2.6214 0.1000 1.3025
H 3.2151 -0.9221 -0.0283
H 4.3296 0.0847 0.8876
H 3.9178 2.1265 -2.2542
H 5.1128 1.7910 -1.0153
H 3.7725 -0.5182 -2.4636
H 6.5466 -0.9780 -2.1481
H 5.2868 -1.6396 -1.0972
H 6.1183 -0.1446 -0.6752
H 5.8856 1.3834 -3.5164
H 5.7998 -0.2741 -4.0966
H 4.4272 0.7947 -4.3441
N -4.0791 -0.0436 5.7131
C -4.2461 -0.3867 4.4395
C -3.9839 -1.6524 3.9388
C -3.5219 -2.6232 4.8144
C -3.3469 -2.2840 6.1456
C -3.6389 -0.9859 6.5430
H -4.6137 0.3992 3.7852
H -4.1330 -1.8552 2.8873
H -3.3047 -3.6251 4.4671
H -2.9913 -3.0075 6.8659
H -3.5156 -0.6856 7.5772
*
```

Summary:
HOMO-LUMO gap = 9.1 eV
LUMO level = -2.6 eV
F_max = 0.6 eV/Å

=====

[2]
A molecular structure, C29H52GaN2O18. Source: the OMol25 dataset; level of theory: the ωB97M-V functional and the def2-TZVPD basis.

```
! wB97M-V def2-TZVPD RIJCOSX def2/J DEFGRID3
* xyz -1 1
C 4.9600 1.0180 -4.4125
C 3.4632 0.7709 -4.1399
C 2.5377 1.3603 -5.2107
Ga 0.5454 0.9468 -4.9024
N -0.4147 2.4948 -4.1625
C 0.3538 -0.5966 -3.5536
N 0.1206 -1.8889 -4.2187
C 1.2585 -2.3742 -4.9676
H 5.2502 2.0221 -4.0850
H 5.5791 0.3054 -3.8520
H 5.1806 0.9221 -5.4794
H 3.2227 1.1859 -3.1539
H 3.2969 -0.3109 -4.0649
H 2.8536 0.9536 -6.1814
H 2.6632 2.4523 -5.2291
H -0.1170 0.4060 -6.2908
H -0.6037 3.1247 -4.9375
H -1.3136 2.1541 -3.8305
H -0.5403 -0.3653 -2.9742
H 1.1877 -0.6264 -2.8244
H -0.1841 -2.5666 -3.5285
H 1.9672 -2.9819 -4.3774
H 1.8152 -1.5421 -5.4013
H 0.9246 -3.0082 -5.8033
C -1.5045 -0.1075 2.6077
C -1.1200 -0.1218 1.1491
C -2.0052 0.6960 0.2353
O -1.8509 0.0136 -1.0124
C -1.5560 -1.2792 -0.7442
O -1.5471 -2.1615 -1.5386
O -1.2884 -1.4349 0.5810
H -0.9735 -0.8925 3.1457
H -1.2530 0.8548 3.0568
H -2.5758 -0.2866 2.7290
H -0.0765 0.1617 1.0301
H -1.7010 1.7353 0.1389
H -3.0593 0.6457 0.5246
C 3.9438 -3.2049 3.8338
C 2.8406 -2.1908 3.6926
C 1.9831 -2.3240 2.4573
O 1.5355 -0.9688 2.2663
C 2.4728 -0.1524 2.7836
O 2.4982 1.0317 2.6320
O 3.3712 -0.8518 3.5068
H 4.6413 -2.9015 4.6146
H 3.5237 -4.1754 4.0949
H 4.5067 -3.3044 2.9048
H 2.2183 -2.1718 4.5885
H 1.1341 -2.9910 2.5788
H 2.5512 -2.6184 1.5727
C -2.9931 0.5463 7.3616
C -2.7627 -0.3877 6.2060
C -3.6171 -1.6343 6.1690
O -2.7886 -2.5454 5.4319
C -1.5035 -2.1761 5.6344
O -0.5578 -2.8247 5.3118
O -1.4429 -0.9784 6.2521
H -2.1880 1.2644 7.4203
H -3.9308 1.0826 7.2336
H -3.0213 0.0020 8.3098
H -2.8396 0.1589 5.2617
H -4.5709 -1.5008 5.6652
H -3.7820 -2.0498 7.1660
C -3.6549 3.8766 -6.0912
C -4.0379 5.1354 -5.3646
C -3.9026 5.0799 -3.8605
O -4.8753 6.0541 -3.4406
C -5.8338 6.1112 -4.3940
O -6.8708 6.6839 -4.2764
O -5.4484 5.4278 -5.4950
H -3.9879 3.9048 -7.1284
H -2.5728 3.7538 -6.0666
H -4.1100 3.0010 -5.6271
H -3.4916 5.9929 -5.7680
H -2.9138 5.3441 -3.4961
H -4.1918 4.1071 -3.4582
C 1.1371 -6.3925 -4.1796
C 1.4502 -5.4609 -3.0398
C 2.9145 -5.1605 -2.8174
O 2.9405 -4.8489 -1.4187
C 1.9180 -5.5133 -0.8322
O 1.7637 -5.5911 0.3450
O 1.1049 -6.0527 -1.7652
H 0.1024 -6.7282 -4.1214
H 1.2852 -5.8805 -5.1301
H 1.7758 -7.2775 -4.1496
H 0.8787 -4.5343 -3.1367
H 3.2846 -4.3213 -3.3980
H 3.5455 -6.0374 -2.9884
C 1.9128 2.5568 5.1829
C 0.6350 3.3377 5.0505
C 0.5774 4.6466 5.8062
O -0.8336 4.8056 6.0336
C -1.3803 3.5719 6.0532
O -2.4963 3.3205 6.3869
O -0.4870 2.6452 5.6477
H 1.7789 1.5469 4.8156
H 2.7007 3.0299 4.6004
H 2.2326 2.4913 6.2258
H 0.3917 3.4867 3.9949
H 0.9685 5.4956 5.2524
H 1.0727 4.5794 6.7774
*
```

Summary:
HOMO-LUMO gap = 6.0 eV
LUMO level = 1.9 eV
F_max = 0.6 eV/Å

=====

What is the HOMO-LUMO gap in the first record? 9.1 eV